No. 1
Below is C19H25MnN8O4PS as an isolated structure, with properties calculated with the ωB97M-V functional and the def2-TZVPD basis.

Summary:
HOMO-LUMO gap (alpha / beta) ... 4.60 / 6.01 eV
Net charge ... +4
Energy ... -3367.08600 a.u.
2S+1 ... 4
Expectation value of S² ... 4.118
LUMO (alpha / beta) ... -0.511 / -0.461 Eh

Each line ends with the Löwdin charge.
Cartesian coordinates (Å):
Mn: -0.87580 1.12441 0.56978  1.064
S: 2.66331 0.60467 0.49379  1.098
P: -1.38354 0.13072 -2.54272  0.491
O: -1.53304 -1.41775 -2.64449  -0.326
O: -1.55762 1.01009 -1.34077  -0.363
O: 2.81976 0.67435 -0.98068  -0.417
O: 2.24648 -1.25881 0.90680  -0.205
N: 1.14127 1.16243 0.86848  -0.272
N: -1.76051 0.58408 2.29314  -0.007
N: -0.12372 3.04122 0.81843  0.052
N: 0.97139 -0.90214 -3.00182  0.124
N: 1.85874 3.13084 2.12183  0.172
N: -2.48545 -1.21986 3.40399  0.181
N: -2.42750 -0.02367 -5.00702  0.172
N: 5.70461 -5.10694 -0.98308  0.282
C: -4.84265 -0.29100 3.94917  0.040
C: -1.40609 -0.56855 2.90158  -0.073
C: 5.33204 -2.77899 -0.21974  0.036
C: 2.64914 -3.42286 0.08999  0.042
C: -3.90178 1.94297 2.44598  -0.012
C: -0.17282 4.41804 0.86356  -0.018
C: 3.15773 -2.14453 0.42008  -0.325
C: 0.83539 5.18961 1.40120  0.033
C: 4.90347 -4.07594 -0.57264  -0.222
C: 1.75395 4.46455 2.17932  -0.013
C: 3.52072 -4.30880 -0.49864  0.030
C: -3.60203 -0.33031 3.25465  -0.138
C: 0.28318 0.43410 -3.12495  -0.179
C: -5.57275 0.90575 3.94371  -0.004
C: -5.13013 1.98167 3.13103  -0.014
C: 4.53250 -1.88647 0.38759  -0.003
C: 0.99864 2.51651 1.29217  -0.501
C: -3.18755 0.75578 2.47216  -0.203
C: -2.67255 0.70359 -3.68263  -0.152
H: 1.58965 -3.64823 0.06020  0.134
H: -5.18797 -1.06216 4.62249  0.128
H: -5.77931 2.86763 3.01847  0.136
H: -1.09750 4.84434 0.58124  0.126
H: -0.39594 -0.84810 3.02020  0.136
H: 0.24281 -1.62720 -2.70185  0.127
H: 1.19556 -1.31293 -3.99105  0.225
H: 0.83454 6.26044 1.20168  0.145
H: 2.32714 4.90898 2.97618  0.144
H: 6.39078 -2.52160 -0.43375  0.162
H: -2.54497 -1.99594 4.08577  0.205
H: -3.60702 2.71853 1.77301  0.101
H: 5.50576 -6.07012 -0.76451  0.156
H: 5.00470 -1.02625 0.86902  0.144
H: 1.77253 -0.84974 -2.37018  0.122
H: -6.51316 0.98307 4.48551  0.135
H: -3.32380 -0.03686 -5.55834  0.208
H: -2.17372 -0.97900 -4.83478  0.133
H: 3.23992 -5.27990 -0.84685  0.134
H: 0.84884 1.13889 -2.52813  0.087
H: -3.61868 0.31178 -3.26785  0.134
H: 6.56758 -4.92603 -1.42638  0.135
H: -1.69502 0.46296 -5.54570  0.174
H: -2.80473 1.81556 -3.86755  0.153
H: 0.48521 0.83314 -4.16614  0.146

No. 2
Below is one molecule with the formula C4H6N2, with properties calculated with the ωB97M-V functional and the def2-TZVPD basis.

Summary:
HOMO-LUMO gap ... 10.83 eV
Energy above the lowest of the compared OMol25 structures with the same formula, charge and spin ... 60.88 kcal/mol
Energy ... -265.43856 a.u.
SMILES string ... N#CCN1CC1
LUMO ... 0.035 Eh

Each line ends with the Löwdin charge.
Cartesian coordinates (Å):
N: 1.29736 1.65353 -1.19486  0.152
N: -0.12622 -0.70358 0.27329  -0.071
C: -1.35514 -0.30039 -0.45379  -0.140
C: 1.48420 0.51613 -1.07078  -0.218
C: -0.67928 0.64289 0.45878  -0.176
C: 1.19767 -0.81613 -0.53961  -0.136
H: -1.22857 -0.08254 -1.51517  0.104
H: -2.30557 -0.79568 -0.22544  0.101
H: -0.14104 1.41180 -0.09144  0.040
H: 1.12551 -1.54931 -1.35951  0.118
H: 2.04773 -1.13045 0.09426  0.116
H: -1.00473 0.99798 1.43802  0.110

No. 3
Below is C50H41Cl4IN5O4RbSTe as an isolated structure, with properties calculated with the ωB97M-V functional and the def2-TZVPD basis.

Summary:
HOMO-LUMO gap ... 5.97 eV
Energy above the lowest of the compared OMol25 structures with the same formula, charge and spin ... 10.16 kcal/mol
Net charge ... -2
Energy ... -5333.63383 a.u.
LUMO ... 0.127 Eh

Each line ends with the Löwdin charge.
Cartesian coordinates (Å):
I: -4.94988 2.39483 4.58497  0.815
Te: 3.54892 3.73103 -0.89433  1.197
Rb: -1.83108 0.03333 0.70967  0.820
Cl: -3.92628 1.14383 -1.32473  0.725
Cl: -5.09488 0.23273 -6.50483  0.591
Cl: -1.88878 -3.14997 -3.83293  0.725
Cl: -3.17638 7.64363 3.16357  0.608
S: -3.93988 -3.21777 2.24237  0.598
O: -2.49478 -1.40377 -1.53583  -0.210
O: -2.91048 1.85703 2.27377  -0.277
O: 1.19192 -2.17717 3.31307  0.088
O: 0.59452 -0.77587 1.06547  -0.207
N: -4.50018 -3.24567 -0.29843  0.100
N: 1.34782 1.44213 -0.83003  0.080
N: -5.45508 -1.49407 0.94417  0.114
N: -0.02728 1.26743 3.86207  0.040
N: -1.68698 3.51743 0.47097  0.132
C: 5.03342 -3.21827 -1.33453  -0.075
C: 0.15912 1.16933 -3.28423  -0.014
C: -1.01318 5.70273 -0.21583  -0.065
C: 4.64452 -2.66597 3.45767  -0.042
C: -3.87118 5.07053 3.61587  -0.206
C: -6.13148 -1.14217 -0.11273  -0.336
C: 5.29242 -4.33357 5.06187  -0.115
C: 6.55382 0.56703 1.37327  -0.101
C: 6.13792 0.31453 0.07817  -0.086
C: 0.89852 0.12453 -2.72273  -0.126
C: -3.12688 5.92643 2.83277  -0.639
C: -0.39558 1.05153 -4.54253  -0.080
C: 2.13232 -0.85397 -0.70873  -0.091
C: -4.64808 -2.56497 0.90667  -0.899
C: -5.22058 -2.94577 -1.39143  -0.282
C: -2.35808 5.44973 1.76117  -0.189
C: 2.10592 3.18553 0.61307  -0.453
C: 1.64852 -1.24907 0.60577  -0.340
C: 3.91262 -2.49997 -0.63243  -0.295
C: -3.00648 3.09163 2.40227  -0.516
C: -2.86608 -1.71777 -3.85093  -0.595
C: 2.49042 -2.19067 1.31717  -0.068
C: -0.21218 -0.10657 -5.28073  -0.108
C: 3.00332 -4.15367 4.37247  -0.021
C: 1.04282 -1.04857 -3.46163  -0.032
C: 1.46192 0.28393 -1.36473  -0.201
C: 6.17192 1.74443 1.99357  -0.094
C: -5.06638 -3.84007 -2.57093  -0.014
C: 3.32812 -3.11507 3.50657  -0.148
C: 5.37862 2.65603 1.32077  -0.156
C: 5.33802 1.22523 -0.58963  -0.146
C: -2.31788 4.03993 1.52577  -0.144
C: 5.61862 -3.27127 4.23327  -0.094
C: -3.78748 0.17363 -2.73973  -0.583
C: -3.46468 -1.34227 -5.03063  -0.175
C: -1.64948 6.26833 0.85647  -0.046
C: -2.99538 -1.01667 -2.61253  -0.568
C: 3.21152 -1.47697 -1.28463  -0.026
C: 0.50942 -1.15207 -4.73393  -0.129
C: -6.08978 -1.89097 -1.31773  0.014
C: 2.22172 -2.45937 2.71407  -0.321
C: -4.27118 -0.21677 -5.03843  -0.709
C: -4.42958 0.55213 -3.89473  -0.154
C: 3.97852 -4.76597 5.13877  -0.097
C: 1.82612 1.71103 0.48847  -0.336
C: -6.99818 0.06623 -0.00863  -0.032
C: 3.55332 -2.81657 0.65797  -0.017
C: 4.94852 2.40103 0.02837  -0.557
C: -3.80418 3.71353 3.39047  -0.627
C: -1.08168 4.31053 -0.37663  -0.168
H: -1.63788 7.33953 1.01417  0.077
H: 5.71582 -2.51577 -1.81583  0.058
H: -5.49658 -4.81727 -2.34653  0.089
H: -6.37938 0.93773 0.18237  0.064
H: 4.64732 -3.87997 -2.11373  0.069
H: 1.55662 -1.89687 -3.03493  0.105
H: 2.49252 3.43623 1.59577  0.052
H: 6.64212 -2.91907 4.18897  0.094
H: 6.05732 -4.81097 5.66337  0.090
H: 1.04722 1.43923 1.20827  0.102
H: -3.30048 -1.91727 -5.92913  0.098
H: 5.60152 -3.82647 -0.63173  0.067
H: -5.55798 -3.42407 -3.44423  0.088
H: 4.10662 -3.58927 1.18067  0.113
H: -4.01198 -3.98527 -2.79203  0.027
H: -3.79628 -3.97367 -0.32223  0.141
H: 7.16882 -0.15137 1.89887  0.095
H: 0.63462 -2.07047 -5.29173  0.089
H: -0.79648 1.66813 3.32967  -0.024
H: 5.07652 3.56973 1.81607  0.090
H: -7.67948 -0.02607 0.83177  0.084
H: 6.41842 -0.60737 -0.40763  0.091
H: 1.97332 -4.47107 4.43457  0.117
H: 3.71572 -5.58267 5.79917  0.094
H: -7.55538 0.21563 -0.92663  0.072
H: 0.02382 2.06683 -2.69853  0.094
H: -0.63738 3.83063 -1.23933  0.093
H: 6.48392 1.95183 3.00767  0.098
H: 4.99122 1.01073 -1.58963  0.089
H: -6.71468 -1.62857 -2.15383  0.113
H: 3.55952 -1.15427 -2.26013  0.123
H: -5.04058 1.44323 -3.91223  0.099
H: 0.32852 0.49953 3.29357  -0.019
H: -0.64388 -0.19897 -6.26823  0.099
H: -0.44768 0.82583 4.67527  0.010
H: -0.48228 6.31213 -0.93633  0.097
H: -0.98238 1.85973 -4.95593  0.102
H: 4.90252 -1.83957 2.81037  0.110
H: -4.50588 5.45813 4.40027  0.082
H: 2.71912 1.12013 0.75227  0.117
H: 1.20542 3.75803 0.42727  0.013

Question: What is the energy in the second record?
Answer: -265.43856 a.u.

Question: The lowest energy belongs to which entry?
Answer: C50H41Cl4IN5O4RbSTe